No. 1
{"formula": "C8H12N2OS", "method": "the ωB97M-V functional and the def2-TZVPD basis", "species": ["H", "H", "C", "N", "H", "C", "C", "H", "H", "C", "C", "C", "H", "H", "N", "S", "H", "C", "O", "H", "C", "H", "H", "H"], "coordinates": [[1.5470, -0.5474, -0.0730], [-4.6805, -2.4221, 2.2916], [2.0590, -1.6250, -1.8857], [-2.1706, -1.3717, 0.5083], [-0.1380, 2.5824, 2.0699], [-0.2106, -1.2791, -0.8105], [0.4167, 2.6527, 1.1915], [0.2073, 1.5782, -0.6432], [1.3868, 4.3259, 1.8062], [1.1181, -1.1610, -0.8215], [-1.0311, -0.7305, 0.2649], [0.1492, 1.4689, 0.3865], [2.0160, -0.9191, -2.6764], [1.9048, 3.8396, 0.0844], [-4.6815, -1.6350, 1.7940], [-3.4472, -0.5982, 1.8337], [-5.3835, -1.7182, 0.9626], [-0.6011, 0.4612, 0.8506], [-2.6403, -2.3677, -0.0625], [-1.1522, 0.7368, 1.7641], [1.1679, 3.6775, 0.9141], [1.8037, -2.6146, -2.0312], [-0.7326, -1.8614, -1.6419], [3.1153, -1.5376, -1.5783]], "e_lumo_ev": [0.0, 0.0], "energy_ev": -24347.8501, "mol_weight_g_mol": 184.26, "e_above_lowest_kj_mol": 627.4}

---

No. 2
{"formula": "C8H12N2S", "method": "the ωB97M-V functional and the def2-TZVPD basis", "species": ["H", "C", "H", "C", "S", "C", "C", "C", "H", "H", "H", "H", "C", "N", "C", "H", "N", "H", "C", "H", "H", "H", "H"], "coordinates": [[2.3873, -0.6780, 1.7859], [-2.6141, 0.6259, -1.6228], [0.8332, -2.1989, 0.3206], [3.0871, -0.6727, -0.3532], [-0.2045, -2.4037, 1.2892], [2.2910, -0.5253, 0.7589], [1.4499, 0.4121, -1.0547], [-0.6125, -0.7169, 1.5004], [-1.3656, -1.0110, -2.1155], [-2.1101, 1.3217, -2.1991], [-3.4692, 0.9103, -1.0894], [-1.5472, -0.6016, 2.0083], [-2.1146, -0.6007, -1.5183], [2.5790, -0.1082, -1.4389], [-0.3930, 1.7040, 1.4090], [4.0670, -1.1357, -0.3112], [1.1895, 0.1594, 0.2497], [-1.3190, 1.8408, 1.9803], [-0.0177, 0.3524, 0.9987], [-0.5178, 2.1773, 0.5068], [-2.8085, -1.3325, -1.0996], [0.5580, 1.9658, 1.8363], [0.6517, 0.5154, -1.8415]], "e_lumo_ev": 0.8, "energy_ev": -22303.1627, "mol_weight_g_mol": 168.27, "e_above_lowest_kj_mol": 260.1}

---

No. 3
{"formula": "C8H12N3", "method": "the ωB97M-V functional and the def2-TZVPD basis", "species": ["C", "C", "C", "C", "N", "H", "H", "H", "H", "C", "H", "H", "H", "C", "H", "H", "C", "H", "H", "N", "H", "C", "N"], "coordinates": [[-0.5645, -0.7084, 0.2540], [1.6564, 0.0700, 0.8557], [-1.0819, 0.5440, 0.0097], [-2.5050, 0.2932, -0.0697], [-3.5272, 0.9486, -0.3360], [-3.3696, 1.9398, -0.4607], [2.6675, -0.1854, 0.8508], [-0.2434, 2.3991, 0.8930], [-3.3842, -1.8341, 0.0198], [1.3464, 1.2917, -0.0176], [-0.2426, 2.3308, -0.8496], [1.2890, -0.9882, -1.7710], [1.2730, -2.6061, -1.0179], [-2.6609, -1.1400, 0.2080], [1.3882, 0.2167, 1.8547], [2.0764, 2.1491, 0.2410], [-0.1344, 1.6864, 0.0138], [2.6220, -1.3254, -0.7911], [1.6784, 1.1404, -1.0230], [0.8239, -1.1006, 0.3852], [0.8587, -1.7573, 1.1815], [1.5493, -1.6071, -0.7869], [-1.5154, -1.7571, 0.3564]], "e_lumo_ev": -4.9, "energy_ev": -12951.6823, "charge": 1, "mol_weight_g_mol": 150.21, "e_above_lowest_kj_mol": 301.8}

---

No. 4
{"formula": "C8H12N3S", "method": "the ωB97M-V functional and the def2-TZVPD basis", "species": ["H", "H", "N", "C", "S", "N", "H", "H", "H", "H", "C", "C", "H", "C", "C", "H", "H", "H", "C", "H", "H", "C", "C", "N"], "coordinates": [[1.2968, 2.2041, -0.1231], [0.5483, -0.0127, -0.1085], [-3.3390, 0.4512, 0.4472], [3.3840, 1.5406, -0.3290], [4.0941, -0.0500, -0.1103], [-1.3236, -0.3481, -0.0802], [-2.5769, 2.7870, -0.3539], [1.1959, -2.3047, 0.1898], [2.9919, -2.6498, 0.8896], [-0.8561, 2.2031, -0.8117], [2.2813, -2.2799, 0.0420], [2.0366, 1.4471, -0.2744], [3.8091, 2.3674, -0.7849], [-2.1707, 0.7362, 0.1118], [-3.4161, -0.9806, 0.4401], [-1.7113, -2.3673, 0.0432], [-1.3094, 2.5564, 0.7760], [-4.2452, -1.0990, -0.1674], [-1.7247, 2.1956, -0.1581], [-3.7431, -1.4023, 1.4199], [2.5655, -2.8661, -0.8689], [2.5945, -0.8063, -0.1252], [-2.0082, -1.4220, 0.1343], [1.6265, 0.0999, -0.1984]], "e_lumo_ev": -3.8, "energy_ev": -23788.3875, "charge": 1, "mol_weight_g_mol": 182.27, "e_above_lowest_kj_mol": 114.3}

---

No. 5
{"formula": "C8H12N3S", "method": "the ωB97M-V functional and the def2-TZVPD basis", "species": ["H", "H", "H", "C", "C", "N", "C", "H", "H", "H", "H", "N", "H", "C", "H", "N", "S", "C", "C", "H", "H", "H", "C", "C"], "coordinates": [[-2.4681, 0.3410, 1.6997], [-1.9621, 0.6727, -1.6068], [2.2115, -0.9881, -0.4935], [-2.6479, 0.8579, 0.7793], [-0.2399, 0.2562, 0.2370], [-0.1316, -0.6027, 1.1309], [1.9872, -0.0187, -0.9448], [0.6407, 2.1996, -1.8877], [-0.2069, 0.8598, -2.6521], [2.2530, -0.1207, -1.9400], [-3.1783, 1.8277, 0.8781], [0.6031, 0.4700, -0.8112], [-3.1811, 0.1953, 0.0429], [0.0321, 1.3748, -1.8053], [-1.7635, 2.5300, -1.5553], [-1.3272, 1.2273, 0.1418], [1.4653, -4.8157, 1.6283], [1.5682, -2.2778, 1.9400], [2.2032, -3.4558, 2.3104], [3.2092, -3.4881, 2.7276], [2.6119, 0.8328, -0.6651], [-1.0300, 2.0928, 0.6893], [-1.3988, 1.5330, -1.2740], [0.7499, -1.5032, 1.4304]], "e_lumo_ev": -3.6, "energy_ev": -23785.0843, "charge": 1, "mol_weight_g_mol": 182.27, "e_above_lowest_kj_mol": 433.0}

---

No. 6
{"formula": "C8H12N4", "method": "the ωB97M-V functional and the def2-TZVPD basis", "species": ["C", "N", "C", "N", "H", "H", "N", "H", "H", "H", "C", "H", "H", "C", "N", "H", "C", "C", "H", "C", "C", "H", "H", "H"], "coordinates": [[12.8226, 13.2294, -5.4396], [12.9075, 14.3187, -4.7091], [8.3543, 10.3110, -4.8676], [12.3469, 12.1822, -4.7028], [8.3703, 8.7070, -0.5999], [8.8932, 9.6639, -5.5800], [8.1418, 8.8062, -1.5921], [8.9528, 11.2217, -4.6973], [13.2930, 15.2300, -4.9686], [7.3901, 10.6025, -5.3170], [11.4907, 11.8480, -2.4504], [11.0962, 12.4140, -1.5897], [12.7382, 14.7497, -2.6606], [8.1614, 9.5452, -3.6662], [7.5429, 8.3117, -3.6582], [10.6415, 11.4191, -3.0085], [7.5981, 7.8982, -2.4017], [12.2054, 12.6651, -3.4450], [9.2437, 10.6501, -2.1037], [8.6444, 9.7883, -2.3975], [12.6066, 13.9815, -3.4226], [13.0967, 13.1396, -6.4907], [7.2334, 6.9087, -2.1259], [12.1158, 11.0220, -2.0715]], "e_lumo_ev": 0.8, "energy_ev": -14450.5998, "mol_weight_g_mol": 164.21, "e_above_lowest_kj_mol": 91.9}